C24H36N2ScSi | the ωB97M-V functional and the def2-TZVPD basis

```
! RIJCOSX wB97M-V def2-TZVPD def2/J DEFGRID3
* xyz 1 1
C 1.04 1.40 -0.06
C 0.06 1.60 -1.08
C -1.23 1.66 -0.46
H 0.26 1.76 -2.14
C -1.04 1.54 0.95
C 0.36 1.37 1.20
H 0.84 1.38 2.18
H 2.12 1.41 -0.22
H -2.17 1.86 -0.98
H -1.82 1.68 1.70
Sc -0.36 -0.52 0.02
C -1.74 -2.50 -3.11
H -2.24 -2.40 -2.13
H -1.28 -3.49 -3.19
H -2.48 -2.39 -3.91
Si -0.24 -1.33 -3.39
C 1.47 -1.13 -4.32
C 2.23 0.03 -4.10
H 1.74 0.98 -3.84
C 3.63 -0.01 -4.18
H 4.20 0.89 -3.94
C 4.29 -1.19 -4.52
H 5.38 -1.23 -4.55
C 3.53 -2.33 -4.82
H 4.04 -3.26 -5.06
C 2.14 -2.28 -4.77
H 1.55 -3.17 -5.04
C -1.24 0.11 -4.13
C -0.85 0.90 -5.22
H 0.06 0.64 -5.77
C -1.62 2.00 -5.61
H -1.29 2.62 -6.44
C -2.81 2.32 -4.94
H -3.40 3.19 -5.21
C -3.24 1.50 -3.89
H -4.17 1.69 -3.36
C -2.47 0.41 -3.50
H -2.83 -0.24 -2.71
H -0.29 -0.52 -2.05
H 0.75 -2.15 -2.59
C 2.24 -1.23 1.58
N 1.42 -1.77 0.47
C 2.34 -2.10 -0.65
C 0.69 -3.00 0.90
C -0.25 -2.69 2.07
N -1.07 -1.45 1.86
C -2.34 -1.73 1.13
C -1.33 -0.80 3.17
H 2.87 -2.05 1.97
H 1.63 -0.83 2.39
H 2.89 -0.44 1.19
H 3.16 -2.73 -0.27
H 1.82 -2.67 -1.43
H 2.75 -1.18 -1.09
H 0.15 -3.43 0.04
H 1.44 -3.73 1.25
H -0.94 -3.54 2.22
H 0.33 -2.57 3.00
H -2.63 -2.78 1.27
H -3.13 -1.07 1.51
H -2.26 -1.55 0.02
H -1.76 -1.54 3.87
H -0.38 -0.42 3.58
H -2.02 0.04 3.04
*
```

Values from the calculation:
**Orbital gap**: 6.42 eV
**Largest force on an atom**: 2.45 eV/A
**HOMO**: -9.8 eV